Record 1
# C25H48Cl3N4O3SSiTi

C25H48Cl3N4O3SSiTi as an isolated structure in a non-equilibrium geometry (ωB97M-V/def2-TZVPD, the Open Molecules 2025 dataset).

ORCA input file:
```
! wB97M-V def2-TZVPD RIJCOSX def2/J DEFGRID3
* xyz 0 2
C 2.79 -2.40 -3.29
C 2.21 -1.56 -4.37
H 2.02 -3.04 -2.82
H 3.25 -1.80 -2.50
H 3.56 -3.07 -3.71
C 2.11 -2.01 -5.64
C 2.25 -3.43 -6.06
H 1.99 -1.31 -6.47
H 1.65 -4.11 -5.44
H 3.28 -3.80 -6.06
H 1.88 -3.49 -7.09
Ti 1.52 -0.05 -0.06
Cl 2.83 -0.35 1.73
Cl 2.96 1.11 -1.36
C 0.57 2.59 0.77
O 0.46 1.32 0.76
N -0.49 3.33 1.01
C -1.80 2.73 1.33
C -0.44 4.76 0.75
H 1.54 3.07 0.54
H -1.76 2.12 2.24
H -2.20 2.12 0.50
H -2.45 3.59 1.49
H 0.34 5.23 1.37
H -1.43 5.16 1.00
H -0.21 4.96 -0.31
H -0.44 -3.43 3.66
H -1.10 -3.58 -0.20
C -1.35 -3.11 3.12
C -1.76 -3.32 0.64
N -1.00 -2.74 1.75
H -1.77 -2.23 3.64
C -0.17 -1.74 1.51
O 0.17 -1.44 0.31
H -2.54 -2.63 0.29
H 0.21 -1.17 2.37
H -2.07 -3.92 3.08
H -2.23 -4.22 1.03
O 0.76 -0.38 -2.79
C 1.69 -0.22 -3.91
C 0.40 0.36 -6.02
C 1.24 0.76 -4.99
H 0.10 -0.69 -6.07
C 0.02 1.29 -7.01
H 2.56 0.26 -3.45
C 1.80 2.05 -4.98
H -0.69 0.97 -7.78
C 0.56 2.57 -6.99
C 1.47 2.95 -5.99
H 2.51 2.33 -4.20
H 0.31 3.26 -7.80
H 1.92 3.94 -6.00
Si -1.07 -0.35 -3.15
Cl -1.10 -2.38 -3.62
C -2.30 -0.10 -4.65
C -0.96 1.62 -3.00
C -2.07 -0.35 -1.50
H -2.31 0.94 -5.00
H -3.33 -0.35 -4.34
H -2.07 -0.73 -5.51
H -2.42 -1.37 -1.27
H -2.91 0.36 -1.56
H -1.44 -0.02 -0.66
H -0.79 2.08 -3.98
H -0.10 1.88 -2.37
H -1.87 2.06 -2.55
C -0.92 -2.60 8.22
C -0.27 -1.62 7.28
N -1.29 -0.78 6.60
C -0.92 0.11 5.64
S -1.67 0.21 4.12
N 0.12 0.94 5.94
C 0.19 1.61 7.25
C 1.57 2.21 7.45
H -1.51 -2.08 8.97
H -0.13 -3.15 8.73
H -1.56 -3.30 7.69
H 0.41 -0.95 7.81
H 0.35 -2.13 6.52
H -2.14 -1.28 6.33
H 0.34 1.55 5.16
H -0.57 2.41 7.32
H -0.05 0.88 8.04
H 1.74 3.07 6.80
H 1.65 2.54 8.49
H 2.34 1.47 7.25
*
```

- molar mass (g mol⁻¹) = 667.06
- HOMO-LUMO gap (alpha / beta) (eV) = 6.51 / 6.54
- expectation value of S² = 0.7532
- energy relative to the best compared isomer or geometry (same formula, charge and spin) (eV) = 2.757
- maximum force (eV/A) = 3.4
- HOMO energy (alpha / beta) (eV) = -6.663 / -6.665

---

Record 2
# C4HClF2

C4HClF2 as an isolated structure in a non-equilibrium geometry (ωB97M-V/def2-TZVPD, the Open Molecules 2025 dataset).

ORCA input file:
```
! wB97M-V def2-TZVPD RIJCOSX def2/J DEFGRID3
* xyz 0 1
C 0.37 0.77 -0.57
C -0.27 -0.07 0.17
C -1.56 -0.45 0.37
C -2.68 -1.04 0.13
H -3.68 -1.77 0.42
F 1.70 0.90 -0.60
F -0.19 1.63 -1.42
Cl 0.88 -0.96 1.01
*
```

- molar mass (g mol⁻¹) = 122.50
- HOMO-LUMO gap (eV) = 9.60
- energy relative to the best compared isomer or geometry (same formula, charge and spin) (eV) = 1.688
- maximum force (eV/A) = 9.0
- HOMO energy (eV) = -9.328

---

Record 3
# C6H10Cl12N2P

A 5-piece molecular cluster, C6H10Cl12N2P overall in a non-equilibrium geometry (ωB97M-V/def2-TZVPD, the Open Molecules 2025 dataset).

ORCA input file:
```
! wB97M-V def2-TZVPD RIJCOSX def2/J DEFGRID3
* xyz -1 1
C 0.98 -2.93 -1.24
C 0.11 -1.92 -1.82
N -1.10 -2.20 -2.57
P -2.43 -2.47 -1.48
N -2.64 -4.02 -1.16
H 1.30 -2.75 -0.18
H 1.30 -3.86 -1.78
H 0.37 -0.81 -1.69
H -2.27 -1.76 -0.24
H -3.60 -1.96 -2.13
H -1.93 -4.59 -1.62
C -0.43 -5.11 1.99
Cl 1.12 -5.32 2.82
Cl -0.21 -4.21 0.47
Cl -1.19 -6.68 1.68
H -1.09 -4.53 2.63
C 2.64 0.94 -0.23
Cl 4.20 0.80 0.60
Cl 2.83 1.81 -1.76
Cl 1.92 -0.65 -0.51
H 1.97 1.52 0.41
C 0.79 3.86 2.52
Cl 1.71 5.23 3.13
Cl 1.25 3.48 0.86
Cl 1.01 2.45 3.56
H -0.27 4.12 2.53
C -1.37 6.38 -0.97
Cl -1.67 4.78 -1.68
Cl -0.97 6.23 0.74
Cl -0.07 7.20 -1.84
H -2.27 6.97 -1.07
*
```

- molar mass (g mol⁻¹) = 566.57
- HOMO-LUMO gap (eV) = 5.34
- maximum force (eV/A) = 4.6
- HOMO energy (eV) = -3.501

---

Record 4
# C21H32NO10PPbS2

C21H32NO10PPbS2 as an isolated structure (ωB97M-V/def2-TZVPD, the Open Molecules 2025 dataset).

ORCA input file:
```
! wB97M-V def2-TZVPD RIJCOSX def2/J DEFGRID3
* xyz -2 1
Pb -0.74 -0.13 -0.07
O -0.23 2.27 1.18
C 0.69 2.97 0.37
C 1.60 2.07 -0.45
N 0.91 1.23 -1.45
C 0.21 2.02 -2.46
C -1.21 2.46 -2.06
O -1.63 3.50 -2.58
O -1.83 1.68 -1.28
C 1.89 0.32 -2.05
C 2.35 -0.77 -1.07
O 3.54 -1.11 -1.08
O 1.43 -1.23 -0.34
H 0.23 1.66 1.80
H 0.11 3.63 -0.27
H 1.34 3.61 0.99
H 2.35 2.70 -0.96
H 2.13 1.40 0.23
H 0.79 2.91 -2.75
H 0.08 1.40 -3.35
H 1.41 -0.20 -2.88
H 2.76 0.87 -2.44
C 4.71 -2.93 1.75
O 3.87 -3.47 2.76
C 2.72 -2.78 3.03
C 1.79 -3.45 3.86
C 0.58 -2.85 4.08
C 0.21 -1.61 3.52
C -1.16 -1.14 3.65
C -2.11 -1.92 4.55
O -1.63 -0.18 3.04
C 1.19 -0.90 2.73
O 0.98 0.23 2.19
C 2.45 -1.55 2.52
H 5.48 -3.67 1.57
H 5.18 -2.00 2.10
H 4.16 -2.72 0.83
H 2.04 -4.42 4.27
H -0.14 -3.39 4.68
H -1.70 -2.11 5.54
H -2.35 -2.89 4.09
H -3.03 -1.35 4.64
H 3.12 -1.04 1.84
C -2.39 -5.20 1.05
C -1.34 -4.72 0.05
C -0.47 -3.62 0.62
O -1.99 -4.39 -1.19
P -2.69 -3.03 -1.68
S -4.21 -3.54 -2.81
S -1.34 -1.78 -2.46
O -3.17 -2.39 -0.26
C -4.44 -1.74 -0.07
C -4.50 -0.42 -0.81
C -4.60 -1.57 1.43
H -1.88 -5.59 1.94
H -3.01 -5.98 0.61
H -3.03 -4.37 1.35
H -0.71 -5.56 -0.22
H -1.08 -2.82 1.05
H 0.20 -3.20 -0.12
H 0.14 -4.03 1.44
H -5.21 -2.41 -0.47
H -3.76 0.30 -0.44
H -5.49 0.02 -0.68
H -4.32 -0.56 -1.88
H -3.78 -0.97 1.84
H -4.60 -2.54 1.93
H -5.54 -1.07 1.65
*
```

- molar mass (g mol⁻¹) = 760.79
- HOMO-LUMO gap (eV) = 7.08
- energy relative to the best compared isomer or geometry (same formula, charge and spin) (eV) = 0.000
- maximum force (eV/A) = 0.2
- HOMO energy (eV) = -2.462

---

Record 5
# C23H46Br2Cl2NOP

A 2-piece molecular cluster, C23H46Br2Cl2NOP overall in a non-equilibrium geometry (ωB97M-V/def2-TZVPD, the Open Molecules 2025 dataset).

ORCA input file:
```
! wB97M-V def2-TZVPD RIJCOSX def2/J DEFGRID3
* xyz 0 1
C 4.50 -2.90 -1.88
C 3.28 -3.66 -1.32
C 2.14 -3.88 -2.34
C 0.76 -3.61 -1.73
C 0.48 -2.09 -1.64
C -0.04 -1.66 -0.26
P -1.44 -0.50 -0.10
N -2.65 -1.74 0.39
C -3.90 -1.62 0.49
C -4.75 -2.86 0.49
C -4.68 -0.33 0.64
C -0.41 1.19 -0.47
Br 1.42 1.14 -0.99
C -0.97 2.38 -0.36
C -2.40 2.67 -0.03
Br -0.04 4.01 -0.65
C -1.42 0.11 1.78
Cl 0.17 0.78 2.24
C -1.73 -0.99 2.81
C -0.81 -2.19 2.87
Cl -1.72 -0.19 4.47
C -2.35 -0.18 -1.74
C -1.50 0.51 -2.85
C -3.16 -1.35 -2.39
C -2.63 -2.79 -2.39
H 4.91 -2.22 -1.14
H 5.30 -3.59 -2.15
H 4.23 -2.32 -2.76
H 3.62 -4.64 -0.99
H 2.90 -3.15 -0.44
H 2.16 -4.90 -2.72
H 2.30 -3.22 -3.19
H 0.03 -4.06 -2.40
H 0.69 -4.08 -0.75
H -0.17 -1.82 -2.47
H 1.43 -1.60 -1.82
H 0.78 -1.31 0.38
H -0.42 -2.55 0.23
H -5.38 -2.87 -0.41
H -4.13 -3.75 0.53
H -5.44 -2.85 1.34
H -4.79 0.16 -0.32
H -5.70 -0.54 0.97
H -4.24 0.35 1.37
H -2.98 1.78 0.22
H -2.46 3.39 0.78
H -2.88 3.15 -0.89
H -2.16 0.89 1.96
H -2.78 -1.27 2.77
H -1.23 -3.00 2.29
H 0.20 -1.97 2.53
H -0.74 -2.54 3.90
H -3.11 0.56 -1.50
H -1.94 0.27 -3.82
H -1.54 1.59 -2.78
H -0.47 0.18 -2.89
H -4.15 -1.36 -1.94
H -3.37 -1.09 -3.43
H -2.01 -3.04 -1.54
H -2.05 -2.99 -3.29
H -3.47 -3.49 -2.41
C 4.72 6.96 2.25
C 5.38 5.64 1.87
O 5.10 4.58 2.75
C 3.73 4.23 2.88
C 3.08 3.78 1.58
H 4.98 7.23 3.27
H 5.06 7.75 1.58
H 3.64 6.91 2.17
H 6.47 5.75 1.89
H 5.12 5.37 0.84
H 3.16 5.05 3.33
H 3.72 3.41 3.60
H 3.02 4.59 0.85
H 2.07 3.43 1.77
H 3.65 2.96 1.13
*
```

- molar mass (g mol⁻¹) = 614.32
- HOMO-LUMO gap (eV) = 8.96
- maximum force (eV/A) = 1.1
- SMILES string = CCCCCCP(N=C(C)C)(/C(Br)=C(\C)Br)([C@H](Cl)[C@@H](C)Cl)[C@@H](C)CC.CCOCC
- HOMO energy (eV) = -8.553

---

Q: Which value of molar mass does entry 5 give?
A: 614.32 g mol⁻¹

---

Q: What is the formula in the first record?
A: C25H48Cl3N4O3SSiTi

---

Please write out number 2 again, unchanged.
# C4HClF2

C4HClF2 as an isolated structure in a non-equilibrium geometry (ωB97M-V/def2-TZVPD, the Open Molecules 2025 dataset).

ORCA input file:
```
! wB97M-V def2-TZVPD RIJCOSX def2/J DEFGRID3
* xyz 0 1
C 0.37 0.77 -0.57
C -0.27 -0.07 0.17
C -1.56 -0.45 0.37
C -2.68 -1.04 0.13
H -3.68 -1.77 0.42
F 1.70 0.90 -0.60
F -0.19 1.63 -1.42
Cl 0.88 -0.96 1.01
*
```

- molar mass (g mol⁻¹) = 122.50
- HOMO-LUMO gap (eV) = 9.60
- energy relative to the best compared isomer or geometry (same formula, charge and spin) (eV) = 1.688
- maximum force (eV/A) = 9.0
- HOMO energy (eV) = -9.328